Entry 1:
{"formula": "C43H30Cl2FN4O4PbS3Te", "method": "ωB97M-V/def2-TZVPD", "species": ["Pb", "C", "C", "C", "C", "C", "C", "C", "F", "C", "C", "C", "O", "C", "C", "N", "C", "C", "O", "O", "H", "H", "H", "H", "H", "H", "H", "H", "H", "H", "H", "Cl", "C", "C", "C", "Cl", "C", "C", "C", "C", "N", "C", "C", "O", "H", "H", "H", "H", "S", "C", "S", "C", "N", "N", "C", "C", "C", "C", "C", "C", "S", "H", "H", "H", "H", "H", "Te", "C", "C", "C", "C", "C", "C", "C", "C", "C", "C", "C", "C", "H", "H", "H", "H", "H", "H", "H", "H", "H", "H"], "coordinates": [[0.933, -0.126, 0.356], [3.090, -7.686, -0.087], [3.413, -7.081, -1.451], [2.852, -7.962, -2.558], [2.865, -7.237, -3.897], [1.967, -6.037, -3.783], [1.107, -5.635, -4.776], [0.340, -4.486, -4.597], [-0.510, -4.135, -5.584], [0.443, -3.713, -3.479], [1.316, -4.103, -2.454], [1.509, -3.216, -1.285], [0.778, -2.221, -1.185], [2.564, -3.608, -0.384], [3.136, -4.831, -0.557], [2.864, -5.704, -1.552], [2.032, -5.294, -2.588], [3.150, -2.809, 0.791], [3.971, -3.405, 1.502], [2.807, -1.594, 0.908], [3.381, -8.739, -0.077], [2.016, -7.619, 0.101], [3.611, -7.182, 0.726], [4.497, -7.010, -1.565], [1.818, -8.221, -2.308], [3.428, -8.887, -2.589], [2.543, -7.887, -4.712], [3.887, -6.911, -4.120], [1.045, -6.183, -5.710], [-0.131, -2.801, -3.374], [3.869, -5.135, 0.178], [-3.789, 2.246, -1.248], [-2.883, 2.755, 0.142], [-3.362, 3.846, 0.880], [-2.708, 4.275, 1.996], [-3.352, 5.630, 2.898], [-1.530, 3.629, 2.428], [-0.793, 4.005, 3.575], [0.339, 3.325, 3.911], [0.757, 2.260, 3.093], [0.099, 1.885, 2.024], [-1.043, 2.532, 1.671], [-1.725, 2.051, 0.486], [-1.273, 1.040, -0.181], [-4.266, 4.347, 0.557], [-1.143, 4.834, 4.176], [0.913, 3.588, 4.791], [1.657, 1.698, 3.329], [0.713, -1.418, 7.222], [0.564, -1.282, 5.573], [-0.719, -2.039, 4.671], [-0.075, -1.419, 3.159], [0.978, -0.699, 3.335], [1.333, -0.618, 4.675], [2.570, 0.064, 4.913], [2.751, 0.866, 6.031], [3.961, 1.526, 6.202], [4.978, 1.391, 5.268], [4.781, 0.589, 4.151], [3.581, -0.078, 3.964], [-0.823, -1.693, 1.641], [1.960, 0.969, 6.758], [4.102, 2.152, 7.074], [5.921, 1.906, 5.413], [5.568, 0.469, 3.416], [3.426, -0.701, 3.089], [-0.629, 0.275, -2.608], [0.129, -0.100, -4.589], [1.477, 0.095, -4.891], [1.945, -0.074, -6.189], [1.068, -0.450, -7.201], [-0.271, -0.668, -6.907], [-0.736, -0.498, -5.607], [-0.703, 2.358, -3.019], [-1.342, 2.865, -4.145], [-1.377, 4.233, -4.376], [-0.787, 5.112, -3.474], [-0.156, 4.613, -2.344], [-0.110, 3.241, -2.120], [2.163, 0.385, -4.103], [2.993, 0.089, -6.412], [1.429, -0.578, -8.215], [-0.955, -0.972, -7.691], [-1.779, -0.684, -5.379], [-1.818, 2.190, -4.847], [-1.877, 4.616, -5.258], [-0.824, 6.180, -3.652], [0.301, 5.289, -1.630], [0.382, 2.857, -1.233]], "atomic_forces_ev_per_a": [[0.144, 0.002, 0.204], [0.008, 0.021, 0.006], [-0.101, 0.073, 0.055], [-0.077, 0.106, -0.066], [-0.051, 0.019, 0.073], [0.040, -0.105, 0.066], [0.060, 0.001, -0.085], [0.027, -0.044, -0.024], [-0.001, 0.010, -0.023], [-0.075, 0.143, 0.074], [0.086, -0.076, -0.005], [-0.022, 0.002, 0.023], [0.087, 0.152, 0.096], [0.083, -0.015, 0.059], [-0.135, -0.091, -0.072], [0.075, -0.010, -0.037], [0.063, -0.039, 0.054], [0.254, 0.008, 0.152], [-0.275, 0.155, -0.172], [-0.058, -0.175, -0.089], [0.003, 0.054, -0.001], [0.040, -0.025, -0.001], [-0.042, -0.030, -0.023], [0.060, 0.019, -0.059], [0.015, -0.068, -0.005], [0.028, -0.014, 0.008], [-0.023, 0.012, 0.017], [0.002, -0.015, -0.050], [-0.043, 0.019, 0.069], [0.042, -0.045, -0.003], [-0.003, 0.028, 0.019], [0.012, -0.014, -0.022], [0.122, -0.032, 0.108], [-0.068, -0.023, -0.092], [-0.059, 0.042, 0.028], [0.036, -0.038, -0.032], [0.158, -0.073, 0.047], [-0.109, 0.043, -0.036], [0.049, -0.001, 0.056], [0.050, 0.003, -0.107], [-0.140, 0.057, -0.017], [0.070, 0.134, 0.110], [-0.003, -0.382, -0.279], [-0.114, 0.556, 0.396], [0.036, -0.043, -0.008], [0.001, -0.030, -0.017], [0.016, -0.025, -0.035], [-0.120, 0.191, -0.066], [0.060, -0.007, -0.056], [0.019, 0.166, -0.228], [-0.001, -0.040, -0.078], [-0.174, -0.018, 0.264], [0.215, -0.061, 0.163], [0.114, -0.002, -0.051], [0.037, -0.216, 0.025], [-0.053, 0.045, 0.026], [0.014, 0.006, -0.032], [-0.020, -0.015, 0.003], [0.002, 0.030, 0.025], [-0.036, -0.081, 0.001], [-0.097, -0.184, 0.079], [-0.003, -0.021, -0.024], [-0.006, -0.015, -0.009], [-0.035, -0.011, -0.010], [-0.032, 0.006, 0.022], [-0.013, -0.022, 0.018], [-0.144, 0.126, -0.828], [0.025, 0.029, 0.136], [-0.051, -0.010, -0.027], [-0.057, -0.016, 0.037], [-0.038, -0.009, 0.053], [0.066, 0.000, 0.019], [0.054, -0.043, -0.010], [0.040, 0.040, 0.188], [0.044, -0.049, 0.018], [0.021, 0.029, 0.035], [-0.033, -0.058, -0.028], [-0.014, -0.078, 0.006], [-0.004, 0.042, 0.010], [-0.014, 0.013, -0.033], [-0.023, -0.008, 0.014], [-0.005, 0.002, 0.029], [0.002, -0.007, 0.027], [0.011, 0.046, -0.020], [0.008, -0.005, -0.004], [0.010, -0.015, 0.022], [0.000, -0.021, 0.005], [-0.017, -0.036, -0.028], [-0.025, 0.031, -0.056]], "homo_lumo_gap_ev": 6.9948, "energy_ev": -132042.87387, "lumo_energy_ev": 2.0058, "de_lowest_kj_mol": 25.5, "charge": -1}

=====

Entry 2:
{"formula": "C43H31AsN3O4PdS2", "method": "ωB97M-V/def2-TZVPD", "species": ["Pd", "S", "C", "C", "C", "C", "C", "C", "As", "C", "C", "C", "C", "C", "C", "C", "C", "C", "C", "C", "C", "H", "H", "H", "H", "H", "H", "H", "H", "H", "H", "H", "H", "H", "H", "C", "C", "C", "C", "C", "C", "C", "C", "H", "H", "H", "H", "H", "O", "C", "O", "C", "C", "C", "C", "C", "C", "N", "O", "O", "H", "H", "H", "H", "S", "C", "C", "C", "N", "C", "C", "C", "C", "C", "N", "C", "C", "H", "H", "H", "H", "H", "H", "H", "H"], "coordinates": [[-1.755, 0.092, -0.409], [-3.557, -1.443, 0.103], [-3.117, -2.464, 1.456], [-4.138, -3.058, 2.214], [-3.852, -3.915, 3.259], [-2.533, -4.210, 3.586], [-1.512, -3.634, 2.849], [-1.790, -2.773, 1.790], [-0.397, -1.906, 0.762], [1.191, -2.416, 1.789], [1.577, -1.569, 2.826], [2.686, -1.864, 3.605], [3.431, -3.006, 3.343], [3.058, -3.850, 2.306], [1.942, -3.558, 1.533], [-0.213, -3.109, -0.754], [0.789, -2.831, -1.681], [0.899, -3.576, -2.843], [-0.009, -4.595, -3.101], [-1.015, -4.868, -2.186], [-1.116, -4.130, -1.013], [-5.165, -2.825, 1.962], [-4.663, -4.354, 3.828], [-2.303, -4.880, 4.405], [-0.482, -3.860, 3.099], [0.995, -0.676, 3.028], [2.973, -1.201, 4.412], [4.301, -3.236, 3.945], [3.636, -4.742, 2.099], [1.653, -4.221, 0.727], [1.472, -2.006, -1.503], [1.672, -3.343, -3.565], [0.055, -5.156, -4.025], [-1.737, -5.649, -2.391], [-1.916, -4.335, -0.312], [-1.596, -0.373, -2.407], [-1.381, -0.808, -3.524], [-1.070, -1.385, -4.796], [0.169, -1.162, -5.407], [0.486, -1.759, -6.616], [-0.427, -2.593, -7.249], [-1.663, -2.818, -6.657], [-1.983, -2.221, -5.448], [0.884, -0.520, -4.908], [1.454, -1.576, -7.067], [-0.177, -3.062, -8.192], [-2.385, -3.466, -7.140], [-2.941, -2.404, -4.980], [-2.692, 2.275, 0.086], [-2.420, 2.114, 1.295], [-1.823, 1.114, 1.772], [-2.816, 3.212, 2.263], [-3.323, 4.414, 1.782], [-3.672, 5.427, 2.658], [-3.513, 5.212, 4.017], [-3.017, 4.021, 4.522], [-2.666, 3.021, 3.633], [-3.883, 6.284, 4.955], [-4.304, 7.326, 4.492], [-3.738, 6.077, 6.144], [-3.438, 4.529, 0.714], [-4.065, 6.371, 2.311], [-2.915, 3.897, 5.590], [-2.273, 2.075, 3.979], [2.852, 5.193, -0.784], [1.825, 3.738, -0.713], [1.167, 3.290, -1.847], [0.364, 2.162, -1.744], [0.213, 1.490, -0.608], [0.845, 1.926, 0.480], [1.655, 3.047, 0.480], [4.446, 4.443, -0.549], [4.900, 3.416, -1.368], [6.161, 2.896, -1.135], [6.983, 3.335, -0.180], [6.538, 4.323, 0.589], [5.284, 4.904, 0.454], [1.270, 3.811, -2.789], [-0.179, 1.765, -2.595], [0.668, 1.359, 1.386], [2.143, 3.376, 1.388], [4.279, 3.023, -2.163], [6.537, 2.088, -1.752], [7.213, 4.666, 1.365], [4.965, 5.695, 1.120]], "atomic_forces_ev_per_a": [[0.629, 0.021, 0.726], [-0.348, -0.122, 0.025], [0.034, 0.189, -0.179], [-0.013, -0.044, 0.029], [0.016, 0.009, -0.047], [-0.001, -0.074, 0.064], [0.064, 0.048, -0.092], [0.048, -0.016, 0.289], [-0.427, -0.240, -0.580], [-0.005, 0.296, 0.035], [-0.024, 0.009, -0.002], [0.001, -0.002, 0.004], [-0.002, -0.008, -0.012], [0.012, 0.007, 0.040], [-0.048, -0.033, -0.077], [0.057, -0.018, -0.007], [-0.009, -0.001, 0.009], [0.028, -0.011, -0.001], [-0.012, 0.008, 0.000], [0.010, 0.007, -0.006], [-0.030, -0.020, 0.021], [0.005, 0.012, 0.003], [-0.003, 0.004, 0.001], [0.002, 0.010, 0.002], [0.012, -0.001, 0.019], [0.005, -0.002, 0.022], [-0.004, 0.001, -0.003], [-0.001, -0.002, -0.004], [-0.006, -0.001, -0.004], [0.008, 0.008, 0.004], [0.004, 0.001, -0.013], [-0.011, 0.000, -0.002], [0.007, -0.001, 0.002], [0.003, -0.002, 0.000], [0.002, 0.013, 0.002], [0.064, -0.127, -0.074], [0.088, 0.055, -0.055], [-0.060, -0.008, 0.036], [0.014, 0.009, -0.001], [0.008, -0.010, -0.012], [-0.003, -0.001, -0.002], [0.001, 0.005, 0.002], [-0.016, -0.026, -0.006], [0.002, 0.000, 0.003], [-0.001, 0.003, 0.002], [0.000, 0.002, 0.001], [0.002, -0.001, 0.001], [0.003, 0.000, 0.003], [-0.123, 0.019, -0.160], [0.068, -0.102, 0.139], [-0.015, 0.029, -0.127], [0.002, 0.002, 0.005], [-0.001, -0.023, 0.003], [-0.036, 0.085, -0.011], [0.004, -0.067, -0.036], [-0.019, 0.036, 0.094], [0.021, -0.016, -0.072], [0.101, -0.064, -0.070], [-0.060, 0.077, -0.034], [-0.013, -0.023, 0.090], [0.000, 0.003, 0.000], [0.005, -0.013, -0.006], [0.003, -0.006, -0.006], [-0.003, 0.001, 0.005], [-0.011, 0.052, 0.031], [0.008, -0.064, -0.057], [0.002, 0.036, 0.025], [-0.014, -0.038, -0.073], [-0.044, 0.193, 0.051], [0.011, -0.053, 0.022], [0.066, 0.013, -0.025], [-0.046, -0.034, 0.018], [-0.036, -0.011, 0.048], [0.049, -0.003, 0.019], [-0.025, -0.018, -0.029], [0.012, 0.012, 0.006], [0.043, 0.046, -0.035], [0.000, -0.016, -0.005], [-0.019, 0.002, 0.002], [-0.025, 0.014, 0.013], [-0.003, -0.006, -0.001], [0.002, -0.005, 0.007], [-0.006, 0.001, -0.001], [-0.007, 0.007, 0.000], [0.001, -0.015, 0.007]], "homo_lumo_gap_ev": [5.8097, 6.0088], "energy_ev": -143741.44961, "lumo_energy_ev": [1.5303, 1.5276], "de_lowest_kj_mol": 0.0, "spin_multiplicity": 3, "charge": -1}